Entry 1:
Density functional theory data (ωB97M-V/def2-TZVPD) for a structure of composition C51H45BeN3O3P2S.

For the calculated total energy, the calculation gives -94036.607 eV. Its charge is +2.

Geometry as XYZ:
```
106
C51H45BeN3O3P2S (ωB97M-V/def2-TZVPD)
Be 0.41 -0.14 -0.31
O 2.75 -0.60 1.41
C 3.94 -0.66 0.73
C 5.18 -0.33 1.28
C 6.31 -0.46 0.48
C 6.22 -0.89 -0.83
C 4.97 -1.12 -1.39
C 3.82 -1.00 -0.61
P 2.17 -0.99 -1.40
C 1.92 -2.63 -2.11
C 0.86 -2.82 -3.01
C 0.63 -4.08 -3.56
C 1.44 -5.15 -3.20
C 2.47 -4.97 -2.30
C 2.72 -3.71 -1.75
C 2.51 0.14 -2.80
C 2.50 -0.25 -4.14
C 2.84 0.66 -5.13
C 3.19 1.95 -4.81
C 3.22 2.35 -3.47
C 2.88 1.45 -2.48
C 2.53 -1.04 2.69
C 3.49 -1.53 3.56
C 3.10 -1.96 4.82
C 1.77 -1.93 5.21
C 0.81 -1.50 4.32
C 1.18 -1.05 3.05
P -0.09 -0.73 1.79
C -1.01 -2.31 1.87
C -2.27 -2.45 2.43
C -2.86 -3.71 2.50
C -2.19 -4.82 2.02
C -0.92 -4.69 1.46
C -0.33 -3.44 1.39
C -1.25 0.52 2.43
C -1.01 1.27 3.58
C -1.89 2.29 3.95
C -3.01 2.57 3.17
C -3.26 1.82 2.03
C -2.38 0.81 1.66
H 5.25 0.04 2.29
H 7.27 -0.21 0.90
H 7.11 -1.00 -1.43
H 4.88 -1.39 -2.44
H 0.24 -1.99 -3.30
H -0.18 -4.21 -4.27
H 1.26 -6.13 -3.63
H 3.10 -5.80 -2.02
H 3.53 -3.58 -1.05
H 2.25 -1.26 -4.41
H 2.84 0.34 -6.17
H 3.47 2.65 -5.59
H 3.53 3.35 -3.22
H 2.95 1.75 -1.44
H 4.52 -1.60 3.27
H 3.86 -2.34 5.50
H 1.49 -2.28 6.20
H -0.24 -1.55 4.59
H -2.80 -1.59 2.81
H -3.84 -3.82 2.93
H -2.64 -5.80 2.09
H -0.39 -5.56 1.09
H 0.66 -3.33 0.97
H -0.14 1.07 4.19
H -1.70 2.85 4.85
H -3.69 3.35 3.47
H -4.15 2.00 1.44
H -2.60 0.21 0.78
O 1.38 1.81 1.73
C 0.88 2.19 0.70
O 0.48 1.47 -0.30
C 0.62 3.69 0.49
N -0.85 3.96 0.79
C -0.95 5.32 1.47
C 0.47 5.88 1.40
C 1.34 4.63 1.43
H 0.79 3.94 -0.55
H -1.24 3.23 1.39
H -1.40 3.94 -0.07
H -1.26 5.14 2.50
H -1.70 5.92 0.97
H 0.66 6.56 2.23
H 0.61 6.44 0.47
H 1.37 4.19 2.43
H 2.36 4.81 1.11
S -5.30 -1.27 -2.50
C -3.63 -0.95 -2.11
C -2.83 -2.01 -1.69
C -1.54 -1.76 -1.28
N -0.99 -0.53 -1.29
C -1.73 0.47 -1.81
C -3.03 0.30 -2.22
C -5.97 0.37 -2.30
C -6.16 1.21 -3.39
C -6.63 2.49 -3.14
N -6.91 2.95 -1.93
C -6.78 2.11 -0.90
C -6.31 0.81 -1.03
H -3.22 -3.02 -1.64
H -0.92 -2.56 -0.91
H -1.23 1.42 -1.89
H -3.57 1.15 -2.62
H -5.95 0.88 -4.40
H -6.77 3.19 -3.96
H -7.07 2.49 0.07
H -6.22 0.16 -0.17
```

Löwdin population analysis, charges in e, atoms 1 to 99: 0.015, -0.063, -0.246, -0.002, -0.038, -0.051, -0.064, -0.267, 1.174, -0.353, -0.136, -0.058, -0.057, -0.056, -0.073, -0.334, -0.072, -0.058, -0.063, -0.066, -0.098, -0.236, 0.010, -0.040, -0.057, -0.072, -0.262, 1.179, -0.357, -0.075, -0.057, -0.058, -0.057, -0.111, -0.337, -0.062, -0.060, -0.084, -0.078, -0.103, 0.122, 0.120, 0.116, 0.124, 0.102, 0.114, 0.115, 0.115, 0.106, 0.098, 0.114, 0.114, 0.109, 0.104, 0.106, 0.120, 0.115, 0.119, 0.103, 0.114, 0.114, 0.114, 0.109, 0.114, 0.118, 0.116, 0.105, 0.099, 0.097, -0.551, -0.090, -0.148, 0.141, -0.075, -0.134, -0.110, 0.168, 0.125, 0.182, 0.127, 0.135, 0.130, 0.126, 0.132, 0.140, 1.072, -0.485, -0.044, -0.111, -0.003, -0.086, -0.037, -0.539, -0.076, -0.119, 0.077, -0.134, -0.083, 0.125



Entry 2:
Density functional theory data (ωB97M-V/def2-TZVPD) for a structure of composition C51H46BrI2KN5O3Sb2.

For the calculated total energy, the calculation gives -182873.329 eV. Its charge is -1.

Geometry as XYZ:
```
111
C51H46BrI2KN5O3Sb2 (ωB97M-V/def2-TZVPD)
K 1.08 -0.82 -0.06
I 5.50 -5.05 -4.29
C 4.18 -3.58 -3.60
C 4.64 -2.59 -2.75
C 3.74 -1.63 -2.31
I 4.44 -0.15 -1.01
C 2.36 -1.59 -2.67
O 1.55 -0.69 -2.23
C 1.95 -2.65 -3.55
C 0.51 -2.69 -4.02
N -0.53 -2.68 -2.99
C -0.45 -3.80 -2.07
C -1.79 -4.15 -1.43
C -1.99 -5.44 -0.93
C -3.20 -5.77 -0.36
C -4.20 -4.81 -0.30
C -3.91 -3.55 -0.80
N -2.73 -3.21 -1.34
C 2.85 -3.61 -3.99
H 5.67 -2.56 -2.43
H 0.38 -3.59 -4.64
H 0.32 -1.83 -4.68
H -0.43 -1.80 -2.51
H 0.30 -3.67 -1.28
H -0.11 -4.68 -2.62
H -1.18 -6.17 -0.99
H -3.37 -6.77 0.02
H -5.17 -5.02 0.11
H -4.66 -2.77 -0.77
H 2.49 -4.39 -4.65
C -2.82 1.70 -0.50
C -2.30 3.08 -0.03
C -1.92 3.09 1.47
Sb -0.23 1.74 1.75
C 1.13 3.10 0.79
C 1.23 4.46 1.13
C 2.09 5.30 0.45
C 2.88 4.80 -0.59
C 2.80 3.46 -0.94
C 1.93 2.62 -0.25
C 0.24 2.46 3.73
C 1.57 2.69 4.11
C 1.88 3.12 5.39
C 0.87 3.32 6.32
C -0.45 3.10 5.97
C -0.76 2.66 4.68
Sb -1.75 0.67 -2.10
C -0.83 2.37 -3.05
C 0.52 2.26 -3.39
C 1.17 3.33 -4.01
C 0.48 4.50 -4.29
C -0.86 4.62 -3.95
C -1.51 3.56 -3.33
C -3.38 0.50 -3.49
C -4.55 -0.15 -3.07
C -5.64 -0.28 -3.92
C -5.58 0.23 -5.21
C -4.42 0.87 -5.64
C -3.33 1.00 -4.78
H -3.87 1.73 -0.81
H -2.76 0.99 0.33
H -3.05 3.84 -0.24
H -1.42 3.40 -0.60
H -2.76 2.74 2.08
H -1.64 4.09 1.82
H 0.63 4.85 1.94
H 2.15 6.35 0.72
H 3.55 5.46 -1.12
H 3.41 3.06 -1.75
H 1.89 1.58 -0.55
H 2.37 2.53 3.39
H 2.92 3.29 5.67
H 1.11 3.66 7.33
H -1.25 3.26 6.69
H -1.80 2.50 4.42
H 1.07 1.35 -3.14
H 2.22 3.23 -4.27
H 1.00 5.33 -4.77
H -1.40 5.53 -4.16
H -2.56 3.66 -3.07
H -4.61 -0.58 -2.07
H -6.54 -0.79 -3.58
H -6.43 0.14 -5.88
H -4.36 1.27 -6.65
H -2.44 1.50 -5.14
Br 6.27 -4.53 4.27
C 5.48 -2.84 3.86
C 6.10 -1.68 4.31
C 5.51 -0.46 4.02
C 4.32 -0.40 3.30
C 3.72 -1.57 2.85
C 4.31 -2.80 3.12
C 2.43 -1.51 2.04
O 2.19 -2.46 1.26
O 1.72 -0.48 2.20
H 7.02 -1.74 4.88
H 5.99 0.46 4.35
H 3.84 0.54 3.08
H 3.85 -3.70 2.74
N -1.09 -1.77 6.01
C -1.75 -1.89 4.80
C -1.67 -0.85 3.85
N -2.29 -0.92 2.69
C -3.00 -2.03 2.45
C -3.08 -3.03 3.39
N -2.45 -2.98 4.57
H -0.30 -1.15 6.04
H -0.97 -2.64 6.50
H -1.04 0.01 4.06
H -3.50 -2.11 1.49
H -3.66 -3.93 3.18
```

Löwdin population analysis, charges in e, atoms 1 to 99: 0.582, 0.788, -0.768, -0.250, -0.600, 1.032, -0.474, -0.377, -0.150, -0.170, -0.055, -0.162, -0.244, -0.030, -0.080, -0.089, -0.171, 0.128, -0.134, 0.072, 0.109, 0.122, -0.010, 0.128, 0.123, 0.114, 0.102, 0.097, 0.094, 0.091, -0.390, -0.368, -0.378, 1.538, -0.358, -0.128, -0.092, -0.091, -0.103, -0.151, -0.372, -0.121, -0.090, -0.106, -0.101, -0.149, 1.543, -0.390, -0.126, -0.093, -0.096, -0.094, -0.142, -0.372, -0.143, -0.100, -0.107, -0.097, -0.128, 0.042, 0.000, 0.096, 0.062, 0.049, 0.044, 0.094, 0.095, 0.097, 0.086, 0.020, 0.092, 0.099, 0.094, 0.096, 0.091, 0.075, 0.102, 0.095, 0.096, 0.104, 0.081, 0.096, 0.094, 0.097, 0.092, 0.690, -0.679, -0.145, -0.078, -0.028, -0.129, -0.064, -0.707, -0.125, -0.246, 0.091, 0.100, 0.102, 0.113